131
Properties=species:S:1:pos:R:3:forces:R:3 method="wB97M-V/def2-TZVPD" e_lumo_ev="-0.03 / -0.07" e_homo_ev="-8.35 / -9.10" s2=0.754 spin_multiplicity=2 total_charge=0
C 0.922595 -4.079804 -1.531531 -0.097 -0.108 -0.008
C 0.386874 -2.978104 -2.439521 0.058 0.024 -0.055
C 1.063890 -3.161321 -3.801971 0.014 0.053 0.087
C -1.145653 -3.131028 -2.516780 -0.032 0.052 -0.107
C -1.916414 -1.921869 -3.048822 0.053 0.006 0.042
I -1.966292 -1.836505 -5.208259 0.008 0.038 0.000
S -3.669943 -2.043053 -2.517555 0.017 -0.116 -0.043
C -4.370200 -3.448435 -3.343359 0.090 0.113 -0.024
O -3.636959 -2.350751 -1.108782 -0.017 0.032 0.011
O -4.348868 -0.857848 -2.967223 0.002 0.034 0.042
C -1.432908 -0.617615 -2.408450 -0.041 -0.022 -0.043
C 0.089969 -0.399323 -2.316378 0.107 0.020 -0.033
C 0.310963 0.698141 -1.278234 -0.138 0.006 0.056
C 0.763038 0.078508 -3.624304 -0.071 0.075 0.123
N 0.707719 -1.661752 -1.800112 -0.171 -0.054 0.204
O 0.893976 -1.704845 -0.535418 0.088 0.023 -0.120
H 1.977849 -3.916817 -1.322447 0.018 -0.023 -0.001
H 0.387345 -4.123869 -0.587442 0.042 0.034 0.053
H 0.806551 -5.036350 -2.044537 0.011 0.002 0.002
H 2.147332 -3.154297 -3.674498 0.010 0.049 -0.016
H 0.786005 -2.425905 -4.543787 -0.011 0.090 -0.055
H 0.776530 -4.135859 -4.199260 0.022 -0.021 0.016
H -1.511027 -3.303146 -1.501948 0.025 0.040 0.041
H -1.369083 -4.020564 -3.107882 -0.029 -0.032 0.022
H -5.248782 -3.706028 -2.754488 -0.011 0.009 -0.014
H -4.637055 -3.165001 -4.355574 -0.043 -0.057 -0.024
H -3.657240 -4.269160 -3.335410 -0.020 -0.041 0.032
H -1.900313 0.241556 -2.888556 -0.016 -0.014 -0.020
H -1.802362 -0.647273 -1.376899 0.042 0.000 0.000
H 1.372983 0.801012 -1.061569 0.007 0.033 0.030
H -0.054265 1.636393 -1.699010 0.005 0.019 -0.017
H -0.218352 0.505380 -0.348076 0.095 -0.019 0.009
H 1.320580 0.991879 -3.419745 0.032 -0.002 -0.013
H 1.479533 -0.632659 -4.012427 -0.010 -0.119 -0.086
H 0.035853 0.315183 -4.397814 -0.019 -0.078 -0.054
C 0.496445 0.452911 2.446878 -0.018 -0.033 0.010
C 1.731521 1.085830 2.404442 -0.004 -0.022 -0.003
C 1.800886 2.470002 2.329365 0.020 -0.009 -0.026
C 0.634970 3.223721 2.299087 0.003 0.011 -0.015
C -0.600026 2.591385 2.343816 -0.009 -0.018 0.004
C -0.670594 1.205770 2.418086 0.097 0.053 0.027
H 0.447003 -0.628234 2.496352 -0.021 0.015 -0.023
H 2.641386 0.498989 2.427763 -0.004 -0.006 -0.019
H 2.766053 2.960029 2.295167 0.003 -0.009 0.010
H 0.688174 4.304532 2.244778 -0.004 -0.005 -0.001
H -1.510127 3.177624 2.323307 0.005 -0.002 -0.002
H -1.632443 0.716192 2.455839 -0.110 -0.082 0.005
C 4.906058 6.976310 4.939621 0.003 0.001 0.000
C 4.392172 6.598717 3.706909 0.004 0.000 -0.003
C 3.463630 5.569843 3.628486 -0.005 0.006 0.008
C 3.045600 4.918886 4.781298 0.002 0.003 -0.001
C 3.560075 5.298121 6.013651 -0.003 -0.002 0.006
C 4.490133 6.325413 6.092903 0.000 -0.001 -0.001
H 5.630652 7.778151 5.001502 -0.001 -0.001 0.000
H 4.715181 7.106582 2.807054 0.000 -0.001 0.000
H 3.064608 5.277720 2.664890 -0.009 0.009 -0.001
H 2.320171 4.117542 4.718956 0.002 -0.001 -0.005
H 3.234748 4.791652 6.913327 0.002 -0.002 -0.001
H 4.891251 6.619243 7.054466 -0.001 0.000 0.000
C -5.145790 -1.030709 2.433910 0.005 0.019 0.021
C -5.505965 -0.680307 3.728913 -0.010 0.003 -0.003
C -4.696867 -1.040655 4.798397 -0.011 -0.002 -0.025
C -3.527351 -1.752952 4.569976 0.019 0.013 0.089
C -3.171548 -2.106696 3.277374 0.109 0.012 -0.075
C -3.977184 -1.744717 2.205700 0.055 0.028 -0.005
H -5.772163 -0.743297 1.598847 -0.004 -0.003 0.000
H -6.417472 -0.123194 3.905138 -0.001 -0.001 0.000
H -4.977236 -0.766389 5.807442 0.002 0.006 0.000
H -2.888755 -2.030554 5.400777 -0.016 -0.002 0.012
H -2.256397 -2.660580 3.101481 -0.021 -0.007 -0.005
H -3.689823 -2.006513 1.196311 -0.040 -0.018 0.002
C -10.009370 -0.326711 -5.402670 -0.002 0.000 0.001
C -9.901988 -0.777981 -4.094365 -0.001 0.000 -0.004
C -8.649645 -0.954037 -3.521820 0.009 -0.007 0.009
C -7.502230 -0.678775 -4.254232 -0.012 -0.034 -0.033
C -7.612701 -0.227877 -5.563133 0.004 -0.001 -0.004
C -8.864107 -0.051537 -6.137320 -0.001 -0.004 -0.002
H -10.985725 -0.187938 -5.849279 0.000 0.000 0.000
H -10.795125 -0.990214 -3.520460 0.001 -0.002 0.000
H -8.566510 -1.303196 -2.500031 -0.001 0.006 0.002
H -6.524155 -0.810367 -3.810376 -0.014 0.047 0.021
H -6.718797 -0.009165 -6.133963 0.000 0.001 0.002
H -8.947806 0.301934 -7.157232 0.000 0.001 0.001
C 2.448237 -1.677898 5.794024 0.046 0.062 0.017
C 1.251684 -0.977658 5.871517 -0.043 -0.006 0.048
C 0.365582 -1.236601 6.910142 0.028 -0.021 0.014
C 0.678992 -2.189339 7.872216 0.007 0.060 -0.035
C 1.883772 -2.875489 7.801626 -0.028 0.006 0.005
C 2.768152 -2.619011 6.762975 0.007 -0.010 0.014
H 3.142167 -1.473275 4.988204 -0.006 -0.008 -0.010
H 1.016322 -0.223102 5.131904 -0.024 -0.019 -0.025
H -0.567516 -0.689666 6.971100 0.004 -0.007 -0.002
H -0.012027 -2.389978 8.681052 -0.002 -0.009 -0.009
H 2.131950 -3.611640 8.555461 -0.003 -0.005 -0.005
H 3.709268 -3.152106 6.710908 -0.003 -0.006 -0.011
C -0.692454 -7.205888 5.147024 0.011 -0.033 0.014
C 0.506043 -6.509487 5.227355 0.017 0.003 -0.004
C 0.510453 -5.122204 5.182191 -0.034 -0.010 -0.030
C -0.688148 -4.430770 5.065437 -0.049 -0.059 -0.029
C -1.887145 -5.128384 4.988200 -0.012 0.072 -0.058
C -1.890011 -6.516485 5.023424 0.022 0.035 0.023
H -0.692057 -8.288163 5.179962 0.002 0.000 -0.004
H 1.439083 -7.050510 5.322444 0.005 0.000 -0.005
H 1.441620 -4.574947 5.234858 0.011 0.002 0.023
H -0.683007 -3.348042 5.031880 0.016 0.007 0.017
H -2.818654 -4.585348 4.882841 -0.001 -0.032 0.021
H -2.823990 -7.059139 4.953889 -0.008 0.003 0.009
C 6.128592 2.574108 -3.548169 0.012 0.011 0.011
C 6.113181 2.033178 -4.826436 -0.011 0.017 -0.008
C 5.271439 0.969215 -5.118052 0.000 0.024 0.011
C 4.445454 0.450259 -4.130444 0.000 -0.041 0.000
C 4.460606 0.990122 -2.852049 -0.022 -0.002 0.007
C 5.303759 2.053920 -2.560310 -0.007 0.004 -0.005
H 6.779766 3.409869 -3.323868 0.014 -0.012 0.004
H 6.747979 2.449765 -5.597852 0.003 -0.002 0.002
H 5.255353 0.548513 -6.115284 0.002 -0.002 0.001
H 3.788562 -0.380204 -4.356088 0.014 -0.003 -0.011
H 3.815837 0.580932 -2.083556 0.003 -0.006 0.003
H 5.315721 2.478180 -1.564304 0.004 -0.005 0.003
C 4.492162 5.304206 -5.199408 -0.018 -0.001 0.005
C 3.434202 5.290079 -6.097586 0.005 -0.005 -0.010
C 3.548766 5.945564 -7.315894 -0.001 -0.003 -0.001
C 4.721609 6.615121 -7.636661 0.001 -0.002 -0.003
C 5.780171 6.628978 -6.738811 0.002 0.000 -0.001
C 5.664812 5.973698 -5.520532 0.002 -0.003 0.003
H 4.405427 4.785721 -4.253604 -0.006 -0.003 -0.001
H 2.521433 4.763742 -5.848961 -0.002 0.005 0.003
H 2.723399 5.934658 -8.016327 0.001 -0.001 0.000
H 4.810814 7.126326 -8.586675 0.000 0.000 0.000
H 6.695001 7.151125 -6.988716 -0.001 0.001 0.001
H 6.490916 5.984697 -4.820249 -0.001 0.001 0.000